# 1
87
Properties=species:S:1:pos:R:3 method="wB97M-V/def2-TZVPD" total_charge=+2 lumo_ev=-8.0 energy_ev=-84485.7651 e_above_lowest_kcal_mol=0.0 largest_force_ev_per_a=0.52 e_homo_ev=-14.08
Mo 0.12753 0.06339 0.99289
C 1.02472 -5.85320 -3.44010
C 0.44413 -4.46301 -3.41651
C -0.55818 -4.20623 -4.52203
O 1.52665 -3.52341 -3.48246
C 1.11042 -2.39496 -2.74281
C 0.36885 -3.04479 -1.56213
O -0.16480 -4.21181 -2.13627
C -0.77959 -2.22773 -0.92594
O -0.08246 -1.04301 -0.40034
C -1.42630 -2.93132 0.25429
C -2.55891 -2.35426 0.83168
C -3.16418 -2.94298 1.93042
C -2.64540 -4.11422 2.46588
C -1.52315 -4.69304 1.89453
C -0.91482 -4.10767 0.79219
C -1.78648 -1.73440 -1.95356
C -2.78176 -2.61103 -2.37485
C -3.67893 -2.22509 -3.35908
C -3.59985 -0.95962 -3.92345
C -2.61759 -0.07782 -3.49838
C -1.71144 -0.46511 -2.51979
C 2.35759 -1.58667 -2.43899
O 1.32986 1.07713 0.53632
C 3.21589 -1.98096 -1.36879
C 3.38346 -3.33885 -1.01471
C 4.21548 -3.68181 0.02435
C 4.85255 -2.68759 0.76685
C 4.67444 -1.34501 0.45756
C 3.87695 -0.98961 -0.61137
C 2.68095 -0.46379 -3.24662
C 1.71437 0.24079 -4.01055
C 2.08472 1.30893 -4.79022
C 3.42644 1.68517 -4.86991
C 4.40325 0.98916 -4.16749
C 4.04004 -0.06865 -3.36418
H 1.59530 -6.00103 -4.35581
H 0.22173 -6.58800 -3.40711
H 1.67503 -6.00708 -2.57970
H -0.11071 -4.44277 -5.48653
H -0.88506 -3.16558 -4.52617
H -1.43372 -4.83756 -4.37651
H 0.41656 -1.79768 -3.33358
H 1.06736 -3.28100 -0.75784
H -2.99136 -1.46378 0.39069
H -4.05719 -2.50218 2.35356
H -3.12223 -4.58149 3.31698
H -1.11800 -5.60977 2.30122
H -0.05335 -4.59088 0.35687
H -2.84687 -3.59866 -1.93852
H -4.44559 -2.91602 -3.68332
H -4.30559 -0.65996 -4.68631
H -2.55884 0.91602 -3.92320
H -0.95414 0.23820 -2.19550
H 2.90505 -4.10164 -1.61278
H 4.37106 -4.72232 0.27259
H 5.48556 -2.96700 1.59883
H 5.15931 -0.58068 1.04929
H 3.70500 0.05488 -0.83711
H 0.67099 -0.02872 -3.96575
H 1.33914 1.85145 -5.35474
H 3.71114 2.51394 -5.50518
H 5.44467 1.25917 -4.27120
H 4.80406 -0.65904 -2.87897
N 0.44014 -0.95747 4.44339
C -0.06654 0.27276 4.16801
N -0.41595 1.15412 5.07310
N -0.74919 2.24792 4.36600
N -0.62954 2.06423 3.11519
N -0.21967 0.75855 2.91598
C 0.94201 -1.74567 3.45788
N 1.60940 -2.85560 3.63295
N 1.93435 -3.26299 2.38541
N 1.49992 -2.47704 1.49323
N 0.81989 -1.45467 2.14150
H 0.61377 -1.21192 5.40563
S -1.92287 1.23193 0.38463
C -2.86484 1.64939 1.79356
N -3.31731 2.85979 1.93017
C -3.94362 3.17460 3.21841
C -4.42309 1.83878 3.78638
S -3.39327 0.55265 2.99237
H -2.98913 3.59525 1.31682
H -4.76516 3.87228 3.07507
H -3.17948 3.63231 3.85055
H -5.46085 1.62855 3.53832
H -4.28601 1.78205 4.86259

***

# 2
19
Properties=species:S:1:pos:R:3 method="wB97M-V/def2-TZVPD" total_charge=0 lumo_ev=0.9 energy_ev=-10945.5288 e_above_lowest_kcal_mol=86.2 largest_force_ev_per_a=2.26 e_homo_ev=-8.88
C -1.04044 -0.13291 0.34058
C -0.38041 -1.18343 0.88523
C 1.08365 0.57750 -1.54709
C 0.96557 -1.07694 1.53962
N -0.47646 1.14464 0.23071
C 0.48629 1.59505 -0.61369
O -1.07270 2.14162 1.02523
O 0.78727 2.78098 -0.60336
H -0.61140 2.95532 0.72387
H -2.11988 -0.12079 0.25760
H -2.18010 -1.79385 -1.24046
H -0.69949 -2.20190 0.72297
H -2.44187 -2.48348 -1.59114
H 1.86215 0.01777 -1.03048
H 0.32708 -0.12448 -1.89131
H 1.51456 1.10708 -2.39311
H 1.74016 -1.61419 0.98679
H 1.31238 -0.05503 1.66973
H 0.94363 -1.53295 2.52831

***

# 3
84
Properties=species:S:1:pos:R:3 method="wB97M-V/def2-TZVPD" total_charge=0 lumo_ev="-3.2 / -5.0" energy_ev=-196496.2357 multiplicity=2 e_above_lowest_kcal_mol=17.0 largest_force_ev_per_a=1.73 e_homo_ev="-7.07 / -7.07" s2=0.754
Rh 0.34555 -0.02153 -0.75057
B -3.17829 -0.03264 -0.96917
N -2.30976 -1.31911 -0.75602
C -2.82799 -2.53557 -0.58159
C -1.80386 -3.46688 -0.48666
C -0.64330 -2.72489 -0.60731
N -0.97742 -1.43728 -0.78974
N -2.32675 1.25120 -0.71218
C -2.84814 2.46764 -0.54883
C -1.83147 3.41313 -0.55688
C -0.67429 2.67771 -0.72326
N -1.00194 1.37984 -0.85279
H -4.08046 -0.04958 -0.17366
H -3.59330 -0.01971 -2.10315
H -3.89718 -2.66294 -0.55238
H -1.89083 -4.52901 -0.34337
H 0.38943 -3.02567 -0.56393
H -3.91530 2.58587 -0.45940
H -1.92206 4.47920 -0.44878
H 0.35783 2.98977 -0.76547
F -2.43021 -0.88755 3.02557
C -1.87555 -1.71515 3.91859
C -0.61133 -1.44683 4.42813
C -0.12711 -2.31287 5.39628
F 1.05353 -2.09330 5.97834
C -0.84668 -3.41527 5.81764
F -0.36175 -4.22905 6.74918
C -2.09090 -3.66623 5.26699
F -2.78834 -4.71902 5.66552
C -2.61577 -2.81226 4.31268
F -3.81904 -3.04830 3.79887
Ge 0.34970 0.11117 3.76121
S 0.25835 -0.09364 1.55469
C -0.68732 1.64302 4.37116
C -1.31811 2.58926 3.58605
F -1.19210 2.57214 2.25619
C -2.09552 3.59294 4.13565
F -2.69446 4.48887 3.35583
C -2.24596 3.66423 5.50888
F -2.98488 4.62387 6.04385
C -1.61829 2.73860 6.32651
F -1.75346 2.81571 7.64524
C -0.85252 1.75030 5.74301
F -0.23031 0.87261 6.54582
C 2.19669 0.17242 4.29207
C 2.80770 1.29892 4.81854
F 2.10020 2.40640 5.06499
C 4.15852 1.31812 5.11006
F 4.72918 2.39964 5.63018
C 4.92219 0.19302 4.85181
F 6.21674 0.20211 5.12633
C 4.34511 -0.93985 4.30178
F 5.09415 -2.00404 4.03855
C 2.99558 -0.92903 4.02475
F 2.45347 -2.00987 3.45370
O 0.23393 2.66448 -10.26193
S -0.93029 1.94778 -9.76629
O -1.63719 2.64537 -8.70750
O -1.79159 1.41772 -10.80250
C -0.20170 0.50778 -8.96314
N 0.26037 -0.47776 -9.74092
C 0.83225 -1.49524 -9.12001
C 0.95448 -1.56589 -7.73784
C 0.44269 -0.49640 -7.03013
N -0.12948 0.53691 -7.63783
C 0.47482 -0.38931 -5.54343
C 0.94671 -1.39635 -4.71042
C 0.92010 -1.22076 -3.34545
N 0.46408 -0.09163 -2.78224
C -0.00042 0.88875 -3.57823
C -0.00484 0.77376 -4.94631
H 1.21256 -2.29224 -9.75036
H 1.43186 -2.41235 -7.26533
H 1.33530 -2.32447 -5.10398
H 1.28075 -1.99088 -2.68308
H -0.36424 1.78054 -3.09794
H -0.38314 1.57172 -5.57127
F 2.07776 -1.34327 -0.64163
Sb 3.68115 -0.15497 -0.57298
F 4.92677 1.21145 -0.45853
F 2.22567 1.15835 -0.79140
F 3.70413 -0.30504 -2.42592
F 3.38342 -0.10904 1.26983
F 4.84209 -1.58965 -0.39273

***

# 4
24
Properties=species:S:1:pos:R:3 method="wB97M-V/def2-TZVPD" smiles="C=CC(C)(N)C=C.C=C" total_charge=0 lumo_ev=1.1 energy_ev=-10027.0990 e_above_lowest_kcal_mol=52.5 largest_force_ev_per_a=0.36 e_homo_ev=-9.32
C 2.37390 -0.46045 -1.07161
C 2.03224 -1.72636 -1.19434
C -0.92622 0.60057 -1.13574
C -0.92169 1.86990 -1.49680
H 2.01235 0.29407 -1.74922
H 3.02931 -0.12059 -0.28716
H -0.94917 -0.18092 -1.88104
H 2.39940 -2.48566 -0.52232
H -0.16150 -1.75351 -0.13132
H 1.38749 -2.06970 -1.98953
H -0.90711 2.67761 -0.78309
H -0.92741 2.16025 -2.53344
C -2.17438 0.61216 1.02419
C -0.93123 0.08751 0.28658
C 0.29313 0.60016 1.03270
C 0.95376 -0.07328 1.96001
N -1.03020 -1.36455 0.22392
H -1.18864 -1.74775 1.14899
H 0.58678 1.60981 0.78159
H -2.17261 0.26439 2.05525
H -2.19678 1.69943 1.02125
H -3.06595 0.23739 0.52422
H 0.68661 -1.08042 2.24353
H 1.79792 0.34993 2.47335

***

# 5
99
Properties=species:S:1:pos:R:3 method="wB97M-V/def2-TZVPD" total_charge=-1 lumo_ev="0.9 / 0.9" energy_ev=-368710.7645 e_above_lowest_kcal_mol=10.4 largest_force_ev_per_a=2.42 e_homo_ev="-4.92 / -4.92"
V 0.62743 0.93825 0.12095
Cl 0.87993 4.18493 -4.97851
C 1.30038 3.55319 -3.41186
C 2.13288 2.44361 -3.34031
C 2.43538 1.89367 -2.11260
C 1.97822 2.51669 -0.95332
O 2.22658 1.99219 0.26502
C 1.16108 3.65261 -1.02726
C 0.80945 4.38308 0.21530
N -0.40387 4.65519 0.43595
C -0.80916 5.29832 1.61648
C -1.80216 6.24216 1.54548
C -2.32490 6.84068 2.70390
C -1.89335 6.44911 3.93897
C -0.90446 5.44991 4.05765
C -0.48274 4.94604 5.30947
C 0.45342 3.95951 5.35705
C 0.98971 3.48360 4.14104
N 0.63362 3.92139 2.96535
C -0.32913 4.87903 2.89892
C 0.80648 4.15915 -2.27484
H 2.50402 1.99387 -4.25039
H 3.04000 0.99901 -2.03467
H 1.63751 4.67064 0.86698
H -2.20783 6.48539 0.57198
H -3.10579 7.58381 2.60829
H -2.32422 6.86876 4.83989
H -0.93678 5.33537 6.21305
H 0.76920 3.52069 6.29348
H 1.74562 2.70240 4.15409
H 0.15941 5.02309 -2.34160
C -1.05718 -5.39773 -1.50150
C -1.18697 -4.16664 -0.62510
C -2.24944 -4.32095 0.44997
O -1.46125 -3.06197 -1.45989
C -0.83679 -1.91971 -0.88861
C 0.46275 -2.54287 -0.33442
O 0.06844 -3.87161 -0.00869
C 1.27881 -1.98027 0.86849
O 1.27325 -0.58355 0.78984
C 0.78678 -2.30719 2.28208
C 1.67490 -2.75260 3.25755
C 1.27487 -2.88431 4.58009
C -0.01600 -2.54839 4.95510
C -0.90605 -2.09008 3.99584
C -0.50854 -1.97783 2.67104
C 2.72050 -2.45289 0.65005
C 3.74281 -1.53097 0.46512
C 5.04400 -1.96337 0.23928
C 5.33727 -3.31625 0.19514
C 4.31684 -4.24100 0.38095
C 3.01822 -3.81374 0.60689
C -0.71524 -0.85010 -1.99893
O -0.18277 0.31352 -1.40522
C -2.12437 -0.51194 -2.52300
C -2.56893 -0.90813 -3.77949
C -3.83748 -0.55821 -4.22133
C -4.67487 0.19851 -3.41516
C -4.24367 0.58477 -2.15518
C -2.98021 0.22411 -1.71327
C 0.17880 -1.20236 -3.18972
C 0.71999 -2.45012 -3.47396
C 1.52072 -2.64059 -4.59527
C 1.78171 -1.59239 -5.46112
C 1.22726 -0.34530 -5.20029
C 0.44004 -0.15783 -4.07797
H -1.90829 -5.45314 -2.17978
H -1.03222 -6.29938 -0.88965
H -0.13748 -5.34408 -2.08333
H -3.19247 -4.62926 -0.00263
H -2.40549 -3.37884 0.97398
H -1.93457 -5.07234 1.17434
H -1.47777 -1.49183 -0.10966
H 1.18191 -2.56005 -1.15863
H 2.69605 -2.99174 2.99496
H 1.98478 -3.23605 5.31890
H -0.32250 -2.62182 5.99098
H -1.91124 -1.78620 4.26041
H -1.23630 -1.59774 1.96821
H 3.51875 -0.47284 0.50720
H 5.83060 -1.23220 0.09849
H 6.35203 -3.65209 0.02270
H 4.53303 -5.30171 0.35184
H 2.22652 -4.53632 0.75277
H -1.93560 -1.50765 -4.42048
H -4.16601 -0.87504 -5.20391
H -5.65919 0.48271 -3.76609
H -4.87753 1.16484 -1.49670
H -2.67376 0.53452 -0.72613
H 0.49226 -3.30052 -2.85201
H 1.93077 -3.62356 -4.79162
H 2.40315 -1.74467 -6.33466
H 1.40226 0.48368 -5.87597
H 0.00507 0.81419 -3.87939
Se -4.10568 3.51706 1.44560
Sb -3.67579 1.63287 2.80077
Se -1.04053 1.34313 1.42446
Se -4.24343 -0.54754 1.98768
Se -2.70544 1.87821 4.94412

***

# 6
60
Properties=species:S:1:pos:R:3 method="wB97M-V/def2-TZVPD" smiles="CN(C)c1ccc(/C=C/[C@H](c2ccc(N(C)C)cc2)[C@]2(C)C(=O)CCOC2=O)cc1" total_charge=0 lumo_ev=0.3 energy_ev=-35532.6084 e_above_lowest_kcal_mol=81.2 largest_force_ev_per_a=2.16 e_homo_ev=-8.03
C -1.37307 -1.11254 -2.16251
C -1.59621 0.38323 -1.93184
C -0.68613 1.16218 -2.93711
O 0.32942 0.66144 -3.39550
C -1.12956 2.56645 -3.30893
C -2.61828 2.64017 -3.55830
O -3.42947 1.96336 -2.53934
C -3.08766 0.67606 -2.20556
O -3.93129 -0.18828 -2.05280
H -1.99832 -1.68052 -1.46162
H -1.66065 -1.32986 -3.20019
H -0.30893 -1.33657 -2.02164
H -0.81865 3.29716 -2.53215
H -0.59965 2.82228 -4.24104
H -2.99165 3.66733 -3.55572
H -2.83113 2.16035 -4.52242
C -5.60781 -3.17659 2.37484
N -5.04846 -1.93638 2.87733
C -5.18782 -1.78016 4.31541
C -4.08451 -1.23984 2.13201
C -4.40320 -0.00768 1.52001
C -3.47063 0.64382 0.72593
C -2.21631 0.08123 0.46961
C -1.25773 0.79351 -0.51116
C 0.21343 0.57420 -0.13140
C 1.29233 1.18839 -0.68037
C 2.68410 0.90777 -0.37545
C 3.69511 1.74389 -0.91163
C 5.02675 1.52542 -0.63134
C 5.42318 0.44140 0.18794
N 6.78407 0.15180 0.36521
C 7.51647 0.51407 1.55963
C 7.47554 -0.80396 -0.47512
C 4.41271 -0.36844 0.76507
C 3.07487 -0.15458 0.47353
C -1.87057 -1.09534 1.14621
C -2.78014 -1.74649 1.98140
H -5.54533 -3.18365 1.27862
H -5.07869 -4.05567 2.78153
H -6.66048 -3.24177 2.68524
H -4.82661 -0.79064 4.62865
H -6.25385 -1.88627 4.57238
H -4.62236 -2.56294 4.85584
H -5.39667 0.41189 1.68157
H -3.72445 1.61668 0.29224
H -1.43160 1.87570 -0.46567
H 0.41220 -0.02983 0.74657
H 1.15828 1.99110 -1.39198
H 3.40755 2.57644 -1.56309
H 5.81422 2.15926 -1.04717
H 6.98785 1.30522 2.10086
H 7.65408 -0.35641 2.21798
H 8.51188 0.87251 1.26936
H 6.90512 -0.97972 -1.39257
H 8.46617 -0.40804 -0.73069
H 7.61980 -1.75827 0.05243
H 4.72302 -1.18945 1.41538
H 2.30506 -0.81192 0.89259
H -0.88055 -1.53043 1.02131
H -2.48477 -2.63204 2.54762